DFT (ωB97M-V/def2-TZVPD) results for a cluster of 6 separate species, C39H66BN6O6S in total.

Cartesian coordinates (Å):
C (-0.0902, -0.8608, 9.6160)
C (-0.3790, -1.9777, 8.6098)
C (-0.6821, -1.4849, 7.2017)
O (0.4267, -1.7590, 6.2749)
C (1.1447, -0.6672, 5.9505)
O (1.7996, -0.0523, 6.7404)
C (1.0138, -0.2885, 4.4856)
C (0.1698, -1.0741, 3.7085)
C (-0.0375, -0.7550, 2.4071)
N (0.5645, 0.3100, 1.8414)
B (0.2407, 0.4842, 0.3422)
O (0.3139, 1.6850, -0.2623)
O (-0.1716, -0.6525, -0.2694)
C (0.8669, -1.5586, -0.7280)
C (1.3948, 1.1092, 2.5772)
C (2.0390, 2.2810, 1.9160)
C (1.2045, 3.5899, 2.0070)
C (0.2058, 3.6852, 3.1620)
C (-1.1660, 3.1414, 2.8659)
O (-1.5519, 2.7948, 1.7866)
O (-1.9719, 3.1010, 3.9721)
C (-1.9768, 1.8097, 4.6087)
C (-2.9843, 1.8333, 5.7339)
C (1.6449, 0.8218, 3.9204)
C (2.5743, 1.7026, 4.7154)
C (3.9674, 1.1088, 4.9525)
C (4.6514, 0.5818, 3.6719)
S (6.0872, 1.5714, 3.1523)
H (0.9657, -0.5962, 9.6114)
H (-0.3324, -1.1964, 10.6221)
H (-0.6731, 0.0353, 9.4085)
H (-1.2308, -2.5627, 8.9558)
H (0.4721, -2.6528, 8.5429)
H (-0.8859, -0.4132, 7.1943)
H (-1.5377, -1.9931, 6.7627)
H (-0.3113, -1.9317, 4.1464)
H (-0.6947, -1.3449, 1.7899)
H (0.7757, 1.6738, -1.1079)
H (1.7399, -1.5541, -0.0742)
H (1.1271, -1.3179, -1.7553)
H (0.4638, -2.5639, -0.7246)
H (3.0122, 2.4539, 2.3634)
H (2.2515, 2.0861, 0.8734)
H (1.9117, 4.4081, 2.1439)
H (0.7044, 3.7830, 1.0628)
H (0.0525, 4.7425, 3.3957)
H (0.5578, 3.2404, 4.0907)
H (-0.9705, 1.6407, 5.0050)
H (-2.2479, 1.0417, 3.8812)
H (-2.6199, 2.3982, 6.5903)
H (-3.8924, 2.3306, 5.4023)
H (-3.2207, 0.8216, 6.0577)
H (2.0873, 1.9196, 5.6649)
H (2.7000, 2.6635, 4.2233)
H (3.9687, 0.3358, 5.7161)
H (4.5796, 1.9207, 5.3425)
H (4.9839, -0.4409, 3.8270)
H (3.9761, 0.5682, 2.8208)
H (5.5541, 2.1276, 2.0590)
C (-2.1043, -3.9631, -3.0491)
C (-1.2963, -4.8234, -4.0123)
C (-0.2965, -5.7433, -3.2995)
C (0.6785, -4.9827, -2.5204)
N (1.4377, -4.3719, -1.9154)
H (-1.4623, -3.2861, -2.4802)
H (-2.8207, -3.3533, -3.5979)
H (-2.6607, -4.5799, -2.3406)
H (-0.7606, -4.1822, -4.7139)
H (-1.9727, -5.4375, -4.6039)
H (0.2490, -6.3502, -4.0232)
H (-0.8159, -6.4214, -2.6200)
C (-8.4873, 4.1029, 5.8934)
C (-7.5161, 5.2581, 6.1030)
C (-6.0475, 4.8276, 5.9990)
C (-5.7085, 3.8252, 7.0088)
N (-5.4659, 3.0453, 7.8135)
H (-8.3636, 3.3367, 6.6597)
H (-9.5168, 4.4550, 5.9434)
H (-8.3391, 3.6362, 4.9176)
H (-7.6892, 5.7107, 7.0805)
H (-7.6992, 6.0320, 5.3562)
H (-5.3850, 5.6829, 6.1364)
H (-5.8443, 4.4035, 5.0133)
C (0.9251, -5.9352, -7.3616)
C (0.2772, -5.7179, -8.7227)
C (-0.6603, -4.5062, -8.7432)
C (-1.7583, -4.6588, -7.7894)
N (-2.6256, -4.7995, -7.0526)
H (0.1762, -6.1464, -6.5938)
H (1.6109, -6.7811, -7.3955)
H (1.4944, -5.0552, -7.0535)
H (-0.2794, -6.6134, -9.0077)
H (1.0529, -5.5568, -9.4717)
H (-1.0913, -4.3664, -9.7353)
H (-0.1073, -3.5996, -8.4887)
C (1.8234, 4.8735, -2.3590)
C (2.8698, 5.9170, -1.9872)
C (4.2821, 5.3301, -1.8596)
C (4.3370, 4.3036, -0.8215)
N (4.3533, 3.5072, 0.0031)
H (1.7411, 4.1072, -1.5843)
H (0.8428, 5.3343, -2.4696)
H (2.0726, 4.3829, -3.3018)
H (2.5917, 6.3941, -1.0459)
H (2.8927, 6.6994, -2.7458)
H (5.0016, 6.1088, -1.6056)
H (4.5987, 4.8786, -2.8012)
C (0.3323, -3.4413, -13.3571)
C (1.3461, -2.3470, -13.0454)
C (2.7310, -2.9019, -12.6883)
C (2.6757, -3.7546, -11.5024)
N (2.6112, -4.4154, -10.5677)
H (0.1641, -4.0853, -12.4923)
H (-0.6269, -3.0068, -13.6362)
H (0.6702, -4.0676, -14.1842)
H (0.9814, -1.7320, -12.2206)
H (1.4533, -1.6899, -13.9093)
H (3.4323, -2.0911, -12.4891)
H (3.1305, -3.4926, -13.5142)

Summary:
* E: -2728.529770 Ha
* total charge: +1
* energy above the lowest of the compared OMol25 structures with the same formula, charge and spin: 0.0 kcal/mol

Mulliken population analysis, charges in e, atoms 1 to 2:
1. C -1.115
2. C -0.570

---

DFT (ωB97M-V/def2-TZVPD) results for a structure of composition C39H66BrGeN2O6SiTi at a distorted geometry.

Cartesian coordinates (Å):
Ti (-0.2440, 0.2900, 0.4177)
C (0.3552, 2.7561, -2.0469)
C (-0.1336, 1.4632, -2.6822)
C (-1.2488, 1.7605, -3.6758)
C (1.0071, 0.7491, -3.3903)
O (-0.5935, 0.5684, -1.6400)
Ge (-2.4248, -0.0516, -1.5072)
O (-2.6723, 1.1441, -0.0952)
C (-3.6738, 2.1559, 0.0475)
C (-4.0542, 2.2001, 1.5234)
C (-3.0854, 3.4963, -0.3786)
C (-4.9014, 1.8309, -0.7947)
O (-1.6162, -1.1399, -0.1025)
C (-2.4079, -2.1245, 0.6272)
C (-1.4822, -3.3021, 0.8957)
C (-2.9165, -1.5259, 1.9328)
C (-3.5794, -2.5778, -0.2313)
H (0.7177, 3.4302, -2.8263)
H (1.1735, 2.5661, -1.3500)
H (-0.4425, 3.2487, -1.4936)
H (-0.8630, 2.4249, -4.4511)
H (-2.0953, 2.2648, -3.2042)
H (-1.6147, 0.8537, -4.1596)
H (1.4815, 1.4094, -4.1205)
H (0.6460, -0.1397, -3.9068)
H (1.7585, 0.4262, -2.6715)
H (-3.1564, 2.2703, 2.1408)
H (-4.5983, 1.3001, 1.8146)
H (-4.6853, 3.0649, 1.7371)
H (-2.1611, 3.6898, 0.1655)
H (-3.7826, 4.3138, -0.1832)
H (-2.8566, 3.4976, -1.4461)
H (-5.3055, 0.8495, -0.5355)
H (-4.6796, 1.8361, -1.8640)
H (-5.6802, 2.5746, -0.6154)
H (-0.5478, -2.9638, 1.3470)
H (-1.2385, -3.8277, -0.0263)
H (-1.9624, -4.0005, 1.5857)
H (-2.1293, -1.4860, 2.6829)
H (-3.7266, -2.1453, 2.3252)
H (-3.2929, -0.5177, 1.7716)
H (-3.2439, -2.9165, -1.2126)
H (-4.3259, -1.7922, -0.3725)
H (-4.0769, -3.4120, 0.2666)
C (4.1205, -0.0957, -0.5395)
O (4.0037, -1.4576, -0.1393)
C (3.3423, -1.7385, 1.0222)
C (3.8892, -2.7570, 1.8011)
C (3.2819, -3.1596, 2.9859)
C (2.1465, -2.5206, 3.4254)
C (1.5579, -1.4727, 2.6710)
C (0.4173, -0.8431, 3.2009)
N (-0.1873, 0.2353, 2.5057)
N (-0.1231, 1.4115, 3.1109)
C (-0.2508, 2.3991, 2.2114)
O (-0.1211, 2.2223, 0.9589)
C (-0.5174, 3.7687, 2.7299)
C (-0.9819, 3.9516, 4.0291)
C (-1.2650, 5.2332, 4.4791)
C (-1.0751, 6.3202, 3.6352)
C (-0.6042, 6.1379, 2.3418)
C (-0.3279, 4.8575, 1.8844)
C (2.1476, -1.1315, 1.4117)
O (1.5522, -0.2350, 0.6024)
H (3.2123, 0.2630, -1.0152)
H (4.9527, -0.0657, -1.2405)
H (4.3469, 0.5328, 0.3253)
H (4.7984, -3.2236, 1.4450)
H (3.7177, -3.9605, 3.5680)
H (1.6832, -2.8006, 4.3629)
H (-0.0292, -1.1671, 4.1322)
H (-1.1141, 3.0954, 4.6754)
H (-1.6312, 5.3799, 5.4862)
H (-1.2969, 7.3183, 3.9914)
H (-0.4531, 6.9879, 1.6900)
H (0.0340, 4.6918, 0.8784)
C (2.9177, -2.2426, -4.6481)
C (2.0783, -3.5262, -4.8104)
C (2.8589, -4.4708, -5.7393)
C (0.7751, -3.1247, -5.5225)
Si (1.6470, -4.3518, -3.1357)
Br (1.0353, -2.6632, -1.8048)
C (0.1098, -5.4956, -3.2287)
C (-1.2125, -4.7186, -3.3768)
C (0.2115, -6.4751, -4.4101)
C (-0.0171, -6.3200, -1.9370)
C (3.1442, -5.1550, -2.2600)
C (4.4013, -4.2911, -2.4468)
C (3.4381, -6.5532, -2.8323)
C (2.9396, -5.2918, -0.7419)
H (2.8667, -1.6791, -5.5847)
H (3.9674, -2.4522, -4.4548)
H (2.5540, -1.5929, -3.8530)
H (3.0452, -3.9616, -6.6910)
H (2.3261, -5.3948, -5.9651)
H (3.8320, -4.7372, -5.3264)
H (1.0249, -2.5263, -6.4037)
H (0.1198, -2.5264, -4.8869)
H (0.2085, -3.9888, -5.8698)
H (-1.3297, -4.2613, -4.3579)
H (-1.3182, -3.9325, -2.6286)
H (-2.0412, -5.4210, -3.2440)
H (0.1457, -5.9672, -5.3723)
H (-0.6251, -7.1802, -4.3606)
H (1.1305, -7.0630, -4.4035)
H (-0.0717, -5.6870, -1.0497)
H (0.8016, -7.0249, -1.7963)
H (-0.9424, -6.9020, -1.9872)
H (4.7467, -4.2745, -3.4803)
H (5.2070, -4.7260, -1.8463)
H (4.2557, -3.2640, -2.1066)
H (3.6043, -6.5479, -3.9102)
H (2.6430, -7.2701, -2.6249)
H (4.3507, -6.9402, -2.3668)
H (2.7779, -4.3255, -0.2653)
H (3.8515, -5.7230, -0.3156)
H (2.1124, -5.9444, -0.4689)

Summary:
* E: -7876.713261 Ha
* 2S+1: 4
* energy above the lowest of the compared OMol25 structures with the same formula, charge and spin: 0.0 kcal/mol
* ⟨S²⟩: 3.799

Mulliken population analysis, charges in e, atoms 1 to 2:
1. Ti 0.423
2. C -1.818

---

DFT (ωB97M-V/def2-TZVPD) results for a structure of composition C39H66ClN2O2PRuS4.

Cartesian coordinates (Å):
Ru (-0.2000, -1.1422, -0.7399)
C (0.0482, -0.0982, -4.3346)
C (-1.4703, -0.1408, -4.2569)
S (-2.0723, -0.1477, -2.5415)
C (-3.5235, -1.2249, -2.6894)
C (-4.0778, -1.5335, -1.3108)
S (-2.8768, -2.2155, -0.1214)
C (-2.8872, -3.9742, -0.6042)
C (-2.0063, -4.3481, -1.7874)
S (-0.3266, -3.8454, -1.3648)
C (0.5733, -3.9725, -2.9253)
C (0.2786, -2.8383, -3.8886)
S (0.9146, -1.2597, -3.2498)
H (0.4371, 0.8788, -4.0583)
H (0.3707, -0.2917, -5.3588)
H (-1.8735, -1.0231, -4.7531)
H (-1.8836, 0.7348, -4.7585)
H (-4.2748, -0.6910, -3.2736)
H (-3.2486, -2.1298, -3.2286)
H (-4.8941, -2.2522, -1.3840)
H (-4.4833, -0.6373, -0.8443)
H (-3.9247, -4.2527, -0.7883)
H (-2.5694, -4.5198, 0.2852)
H (-2.3334, -3.8762, -2.7119)
H (-2.0275, -5.4293, -1.9299)
H (0.3277, -4.9330, -3.3795)
H (1.6276, -3.9957, -2.6442)
H (-0.7923, -2.7500, -4.0710)
H (0.7763, -3.0234, -4.8425)
Cl (8.3472, -1.9724, -0.2357)
C (6.6467, -1.7446, -0.2671)
C (5.8102, -2.8533, -0.3315)
C (4.4405, -2.6673, -0.3620)
C (3.9053, -1.3808, -0.3224)
C (4.7567, -0.2800, -0.2491)
C (6.1278, -0.4569, -0.2263)
C (2.4550, -1.1586, -0.3318)
O (1.9115, -0.0502, -0.1610)
O (1.6632, -2.1574, -0.4944)
H (6.2403, -3.8442, -0.3612)
H (3.7820, -3.5233, -0.4092)
H (4.3361, 0.7160, -0.2171)
H (6.7981, 0.3888, -0.1779)
C (0.5681, -4.4514, 3.4394)
C (0.2303, -3.8604, 2.0459)
N (0.1134, -2.3971, 2.1104)
C (-0.9696, -2.0641, 3.0495)
C (-0.6680, -2.5843, 4.4732)
N (0.6405, -3.3121, 4.4189)
C (1.7255, -2.3597, 4.0184)
C (1.4220, -1.9005, 2.5766)
H (1.5301, -4.9602, 3.4592)
H (-0.1950, -5.1387, 3.7994)
H (-0.7093, -4.2778, 1.6890)
H (1.0021, -4.1099, 1.3255)
H (-1.8860, -2.5164, 2.6765)
H (-1.1264, -0.9858, 3.0669)
H (-1.4206, -3.2820, 4.8364)
H (-0.5591, -1.7812, 5.2000)
H (0.8499, -3.6859, 5.3448)
H (2.6723, -2.8921, 4.0895)
H (1.7295, -1.5443, 4.7396)
H (2.1768, -2.3112, 1.9020)
H (1.4786, -0.8190, 2.4976)
C (-4.8101, 2.6963, 0.5635)
C (-4.1867, 1.5886, 1.4258)
C (-2.8556, 1.0985, 0.8467)
C (-2.0406, 2.2291, 0.1978)
C (-2.8327, 2.8844, -0.9653)
C (-4.3319, 2.5844, -0.8785)
P (-0.3328, 1.5866, -0.1516)
C (0.6462, 2.0983, 1.3213)
C (0.8346, 3.6330, 1.5172)
C (0.1449, 4.1643, 2.7731)
C (0.6460, 3.4705, 4.0424)
C (0.8531, 1.9617, 3.8064)
C (0.0500, 1.4941, 2.5956)
C (0.2636, 2.4355, -1.6969)
C (0.0664, 3.9795, -1.8022)
C (1.3916, 4.7379, -1.7462)
C (2.2618, 4.3872, -2.9552)
C (2.1360, 2.8945, -3.3102)
C (1.6995, 2.0638, -2.1064)
H (-4.5209, 3.6773, 0.9483)
H (-5.8967, 2.6548, 0.6214)
H (-4.8721, 0.7394, 1.5033)
H (-4.0327, 1.9470, 2.4451)
H (-3.0290, 0.3521, 0.0744)
H (-2.2742, 0.5949, 1.6217)
H (-1.8694, 2.9918, 0.9667)
H (-2.4549, 2.5829, -1.9376)
H (-2.7040, 3.9641, -0.9086)
H (-4.5474, 1.5811, -1.2678)
H (-4.8707, 3.2804, -1.5211)
H (1.6131, 1.6415, 1.1489)
H (0.4864, 4.2015, 0.6615)
H (1.9057, 3.8273, 1.5927)
H (-0.9395, 4.0459, 2.6839)
H (0.3189, 5.2382, 2.8394)
H (-0.0706, 3.6283, 4.8487)
H (1.5815, 3.9250, 4.3689)
H (0.5660, 1.3970, 4.6965)
H (1.9107, 1.7451, 3.6256)
H (-0.9958, 1.7915, 2.7192)
H (0.0546, 0.4027, 2.5217)
H (-0.4242, 1.9874, -2.4245)
H (-0.6432, 4.3552, -1.0709)
H (-0.3876, 4.1818, -2.7769)
H (1.9335, 4.4961, -0.8329)
H (1.1942, 5.8096, -1.7118)
H (3.3013, 4.6320, -2.7379)
H (1.9746, 4.9934, -3.8148)
H (3.0838, 2.5169, -3.6944)
H (1.4080, 2.7682, -4.1201)
H (2.3887, 2.2186, -1.2732)
H (1.7752, 0.9938, -2.3288)

Summary:
* E: -4273.948433 Ha
* 2S+1: 6
* total charge: +3
* energy above the lowest of the compared OMol25 structures with the same formula, charge and spin: 0.0 kcal/mol
* ⟨S²⟩: 8.762

Mulliken population analysis, charges in e, atoms 1 to 2:
1. Ru 0.650
2. C 0.254

---

DFT (ωB97M-V/def2-TZVPD) results for a structure of composition C39H67BCl2CuN5P3 at a distorted geometry.

Cartesian coordinates (Å):
Cu (-0.0765, -1.1049, -0.3199)
C (4.4587, -2.9803, 2.3604)
P (2.6617, -3.0287, 1.9393)
C (2.1232, -4.2340, 3.2489)
C (2.7412, -4.2211, 0.5142)
C (1.3476, -4.7151, 0.1118)
P (0.1528, -3.4141, -0.4295)
C (-1.3589, -4.4469, -0.4817)
C (0.5449, -3.2401, -2.2073)
H (4.7958, -3.9427, 2.7459)
H (4.6493, -2.2087, 3.1074)
H (5.0310, -2.7331, 1.4686)
H (2.5691, -5.2151, 3.0794)
H (1.0357, -4.3348, 3.2595)
H (2.4468, -3.8766, 4.2287)
H (3.3645, -5.0679, 0.8099)
H (3.2268, -3.7279, -0.3298)
H (0.8983, -5.2601, 0.9450)
H (1.4110, -5.4090, -0.7297)
H (-1.1313, -5.4021, -0.9559)
H (-2.1427, -3.9422, -1.0444)
H (-1.7230, -4.6362, 0.5284)
H (0.6731, -4.2028, -2.7059)
H (1.4504, -2.6427, -2.3272)
H (-0.2778, -2.6926, -2.6655)
C (-1.9368, 5.4329, 0.9259)
C (-1.5672, 3.9999, 0.5416)
C (-0.1164, 3.6995, 0.9413)
C (-2.4981, 2.9535, 1.1372)
C (-3.1093, 3.2039, 2.3593)
C (-3.9387, 2.2637, 2.9469)
C (-4.2236, 1.0884, 2.2784)
C (-3.6744, 0.8038, 1.0269)
C (-4.2500, -0.4137, 0.3100)
C (-4.6825, -0.1433, -1.1354)
C (-3.3662, -1.6579, 0.3883)
C (-2.7496, 1.7177, 0.4995)
N (-2.1130, 1.4904, -0.7694)
B (-0.8601, 0.7669, -1.1478)
N (-0.6850, 1.2526, -2.5528)
C (-1.7267, 2.0081, -2.9093)
C (-2.5885, 2.1624, -1.8307)
C (0.3219, 0.9965, -3.5460)
C (1.5279, 1.7046, -3.4629)
C (2.4520, 1.5481, -4.4830)
C (2.1974, 0.7031, -5.5496)
C (0.9976, 0.0214, -5.6228)
C (0.0306, 0.1611, -4.6335)
C (-1.3000, -0.5552, -4.7927)
C (-2.2309, 0.2256, -5.7326)
C (-1.1319, -1.9771, -5.3661)
C (1.7557, 2.7046, -2.3488)
C (3.2200, 2.8297, -1.9289)
C (1.2068, 4.0777, -2.7584)
H (-1.3559, 6.1313, 0.3235)
H (-1.7141, 5.6498, 1.9712)
H (-2.9938, 5.6318, 0.7466)
H (-1.6335, 3.9457, -0.5460)
H (0.0497, 3.9701, 1.9845)
H (0.5727, 4.2841, 0.3318)
H (0.1171, 2.6387, 0.8165)
H (-2.9500, 4.1522, 2.8544)
H (-4.4062, 2.4817, 3.8999)
H (-4.9365, 0.3939, 2.7082)
H (-5.1637, -0.6532, 0.8587)
H (-3.8326, -0.0929, -1.8151)
H (-5.2499, 0.7867, -1.2003)
H (-5.3325, -0.9493, -1.4757)
H (-2.4718, -1.5451, -0.2267)
H (-3.9250, -2.5260, 0.0358)
H (-3.0527, -1.8524, 1.4175)
H (-1.8241, 2.4195, -3.9017)
H (-3.5166, 2.7127, -1.7891)
H (3.3788, 2.1028, -4.4521)
H (2.9298, 0.5855, -6.3378)
H (0.8037, -0.6210, -6.4719)
H (-1.7800, -0.6269, -3.8118)
H (-1.7608, 0.3411, -6.7096)
H (-2.4769, 1.2195, -5.3577)
H (-3.1620, -0.3270, -5.8666)
H (-1.1752, -1.9557, -6.4552)
H (-1.9378, -2.6243, -5.0185)
H (-0.1785, -2.4165, -5.0828)
H (1.1959, 2.3516, -1.4800)
H (3.8235, 3.2962, -2.7077)
H (3.6406, 1.8520, -1.6928)
H (3.2949, 3.4613, -1.0420)
H (1.6788, 4.4131, -3.6826)
H (1.4230, 4.8184, -1.9860)
H (0.1261, 4.0532, -2.9177)
C (-0.7495, 0.3909, 5.3241)
N (-0.3411, -0.9488, 4.7006)
C (0.9722, -1.3962, 5.3521)
N (1.9627, -0.3895, 5.2489)
C (1.5125, 0.8528, 5.8656)
N (0.3003, 1.3344, 5.2181)
C (0.5322, 1.7742, 3.8419)
P (1.1330, 0.4164, 2.6918)
C (-0.1797, -0.8241, 3.2207)
C (2.4452, -0.2009, 3.8838)
H (-0.9952, 0.1951, 6.3689)
H (-1.6319, 0.7394, 4.7905)
H (-1.0631, -1.6391, 4.9107)
H (1.2944, -2.3013, 4.8368)
H (0.7536, -1.6165, 6.3978)
H (2.2919, 1.6072, 5.7769)
H (1.3159, 0.6784, 6.9250)
H (1.2843, 2.5653, 3.8511)
H (-0.3958, 2.1832, 3.4466)
H (0.0918, -1.8003, 2.8115)
H (-1.1301, -0.5083, 2.7830)
H (3.2668, 0.5175, 3.8914)
H (2.8372, -1.1477, 3.5099)
Cl (3.3401, -0.8637, -1.0074)
C (5.0165, -0.9114, -1.6225)
Cl (5.1289, -0.4355, -3.3132)
H (5.3671, -1.9337, -1.5412)
H (5.6029, -0.2290, -1.0196)

Summary:
* E: -5409.373094 Ha
* 2S+1: 2
* total charge: +2
* ⟨S²⟩: 0.755

Mulliken population analysis, charges in e, atoms 1 to 2:
1. Cu -1.132
2. C -1.275